No. 1
{"formula": "C31H27ClN4O6", "method": "ωB97M-V/def2-TZVPD", "energy_ev": -63333.0080, "gap_ev": 6.743, "elements": ["C", "H", "H", "O", "C", "C", "C", "C", "C", "C", "H", "H", "C", "O", "N", "C", "C", "C", "C", "C", "C", "C", "O", "N", "H", "C", "C", "C", "C", "C", "C", "C", "C", "H", "H", "O", "H", "H", "H", "H", "H", "H", "C", "O", "N", "N", "C", "O", "C", "C", "C", "C", "C", "C", "Cl", "H", "H", "H", "H", "H", "H", "H", "H", "H", "H", "H", "H", "H", "H"], "xyz": [[-4.169930, -6.533079, 0.056024], [-3.549066, -6.508795, -0.995565], [-3.341684, -6.277944, 0.752112], [-5.221218, -5.635553, -0.003777], [-4.970661, -4.462058, -0.275062], [-3.776934, -3.840978, -0.256155], [-3.636869, -2.516981, -0.290645], [-4.659624, -1.505772, -0.543065], [-5.963617, -2.038283, -0.302125], [-6.053261, -3.464313, -0.078369], [-7.131330, -3.640983, 0.102893], [-6.856081, -1.292170, -0.261097], [-4.514142, -0.232830, -0.657463], [-5.371174, 0.775175, -0.035216], [-3.446980, 0.374549, -1.337123], [-3.114898, 1.670884, -1.318304], [-3.942341, 2.564670, -1.535293], [-3.605595, 3.955749, -1.807248], [-2.118363, 4.396568, -2.134304], [-1.314939, 3.337380, -1.783115], [-1.716513, 1.989654, -1.655474], [-0.791054, 1.046418, -1.064862], [-0.891317, -0.139877, -1.274169], [0.428686, 1.457354, -0.536300], [0.638466, 2.568350, -0.837590], [1.425812, 0.584990, 0.077809], [1.078126, 0.606511, 1.608780], [-0.323561, 1.383243, 1.769515], [-1.476530, 0.262489, 1.933714], [-2.681300, 0.674209, 1.894558], [-3.017796, 2.181111, 1.721421], [-2.022056, 2.974708, 1.686553], [-0.648441, 2.615640, 1.845411], [0.092035, 3.182507, 1.812575], [-2.270596, 3.983323, 1.810638], [-4.252675, 2.733221, 1.728612], [-4.854256, 1.866191, 1.119738], [-3.511486, 0.001273, 2.113167], [-1.191972, -0.714465, 1.842616], [1.166212, -0.001099, 2.248847], [1.815028, 1.498481, 2.135292], [0.975921, -0.397595, 0.048598], [2.695837, 0.872218, -0.165278], [3.110047, 1.868903, -0.552647], [3.561739, -0.013451, -0.000882], [5.192955, 0.075611, -0.070642], [5.984462, -0.955527, 0.325849], [5.632380, -2.058890, 0.744853], [7.358974, -0.369530, 0.011161], [7.650476, 0.837640, 0.631478], [9.140252, 1.171389, 0.431266], [10.041563, 0.287329, -0.149305], [9.776975, -0.921742, -0.668867], [8.319199, -1.421490, -0.360904], [7.852492, -2.927780, -0.959885], [10.325631, -1.576541, -0.813373], [11.035463, 0.452482, -0.248811], [9.367915, 2.085244, 0.905044], [7.110380, 1.543739, 1.072369], [5.417269, 1.024364, -0.171139], [3.513616, -1.078986, 0.315466], [-0.191099, 3.507830, -1.967787], [-1.856479, 5.292877, -2.400488], [-4.453959, 4.761106, -1.892285], [-5.001520, 2.391249, -1.427253], [-2.645442, -0.350113, -1.353601], [-2.533474, -2.117532, -0.519977], [-2.797244, -4.271893, -0.209003], [-4.820408, -7.590391, 0.168094]], "atomic_forces_ev_per_a": [[0.8, -3.6, -2.7], [-1.7, -0.4, 2.2], [-1.1, -0.4, 0.4], [-1.6, -4.7, 0.6], [-3.4, 7.9, 1.8], [2.9, -0.6, -0.2], [2.3, 6.0, -3.5], [-1.5, -10.2, 2.5], [0.3, -1.2, 0.2], [-1.4, 1.9, -1.5], [0.9, -1.2, 0.0], [1.6, -1.8, 0.0], [-0.5, 15.4, 1.3], [2.9, -5.2, -2.3], [-1.0, -6.9, 2.2], [8.7, -4.1, -2.1], [-6.9, 10.8, -1.1], [2.3, 1.4, -1.5], [-7.2, -7.5, 3.9], [2.4, -0.4, -2.3], [-1.3, 1.7, 3.5], [4.5, 0.1, -1.3], [-1.3, -3.0, 0.5], [0.3, 4.9, -2.8], [-0.1, -4.4, 1.9], [-10.6, -1.9, 3.2], [-0.5, 16.4, -5.3], [-0.3, -10.1, 1.4], [5.9, 4.4, -1.4], [-5.9, 3.4, 0.2], [-2.3, -4.9, 0.8], [4.3, 3.1, 1.1], [-6.3, -2.2, -0.4], [5.9, 6.0, -0.2], [-0.2, 1.6, -0.4], [-2.5, -4.7, -2.4], [1.7, 3.0, 1.7], [-0.1, 0.1, -0.4], [0.7, -2.5, 0.4], [1.2, -9.9, 7.8], [-1.4, -2.1, -1.4], [0.8, -0.9, -1.9], [2.8, -1.1, -0.9], [1.7, 9.5, -3.0], [8.8, -11.8, 3.2], [-6.6, -0.3, -0.1], [-0.7, 0.4, -0.4], [0.4, 1.9, -0.7], [0.2, -4.4, 2.2], [8.9, -2.6, -4.2], [-4.5, -1.3, 0.8], [-1.6, 1.0, 0.3], [-15.7, 7.0, 4.9], [3.1, 5.1, -1.8], [-0.1, -0.6, 0.0], [9.8, -10.5, -3.2], [3.0, 1.6, 0.2], [1.0, 0.9, 0.2], [-2.7, 2.4, 1.8], [0.6, 1.1, -0.4], [-0.7, 3.2, -0.8], [-1.6, -0.2, 0.4], [1.4, 4.9, -1.3], [1.7, -1.9, 0.1], [0.0, -0.1, 0.0], [-0.8, 1.9, -0.6], [-2.3, -0.9, 1.1], [0.0, -1.1, 0.0], [2.7, 2.7, 0.0]], "mulliken_charge": [-0.745, 0.293, 0.319, -0.332, 0.839, -0.464, -0.360, 0.330, -0.627, -0.554, 0.282, 0.284, 0.745, -0.836, 0.003, 0.043, 0.291, -0.524, -1.224, -0.676, 0.260, 0.870, -0.881, -0.031, 0.201, 0.572, -2.454, 0.753, -0.830, -0.331, 0.059, -0.479, -0.856, 0.855, 0.507, -0.737, 0.492, 0.577, 0.547, 1.050, 0.306, 0.337, 0.289, -0.709, -0.358, -0.315, 0.452, -0.654, 0.513, -0.519, -0.661, -0.269, -1.068, 0.277, -0.151, 0.668, 0.432, 0.388, 0.573, 0.319, 0.306, 0.266, 0.725, 0.264, 0.464, 0.236, -0.031, 0.453, 0.236]}

No. 2
{"formula": "C31H27ClN4PdS3Te", "method": "ωB97M-V/def2-TZVPD", "energy_ev": -94346.5611, "gap_ev": 5.585, "elements": ["Pd", "S", "C", "C", "C", "C", "N", "C", "C", "C", "S", "C", "N", "H", "H", "C", "C", "C", "C", "C", "C", "Te", "C", "C", "C", "H", "H", "H", "H", "H", "H", "H", "H", "H", "H", "H", "S", "C", "N", "C", "C", "C", "C", "H", "H", "H", "H", "H", "Cl", "C", "C", "C", "C", "C", "C", "C", "H", "H", "H", "H", "H", "H", "C", "C", "N", "H", "H", "H"], "xyz": [[-0.232053, 0.115352, -0.742264], [-0.394684, -0.257006, 1.518417], [-1.471562, 1.112372, 1.788992], [-1.333984, 1.882806, 2.931974], [-2.146646, 2.994099, 3.147366], [-1.945800, 3.794329, 4.321398], [-1.771885, 4.418734, 5.270609], [-3.118949, 3.327614, 2.200694], [-3.266780, 2.547919, 1.056169], [-2.450319, 1.449242, 0.830701], [-2.618922, 0.516282, -0.651963], [-3.945861, 4.489257, 2.370048], [-4.617304, 5.415726, 2.478412], [-0.568503, 1.638567, 3.656512], [-4.010635, 2.823778, 0.320912], [-2.009853, -6.286930, 3.416955], [-1.835392, -5.260674, 2.332813], [-2.928627, -4.684715, 1.704150], [-2.783547, -3.742583, 0.689519], [-4.030998, -3.130671, 0.105817], [-1.486623, -3.392628, 0.275884], [-1.311039, -2.202041, -1.444156], [-0.367344, -3.939804, 0.920738], [1.041544, -3.589510, 0.533148], [-0.564153, -4.863574, 1.936520], [-3.063097, -6.459871, 3.633131], [-1.521121, -5.968326, 4.339086], [-1.563835, -7.239070, 3.124100], [-3.928342, -4.955851, 2.024758], [-4.886455, -3.355076, 0.742081], [-4.246799, -3.518642, -0.891292], [-3.935412, -2.047756, 0.018246], [1.104214, -2.573822, 0.154521], [1.402859, -4.255025, -0.255274], [1.709566, -3.687554, 1.388758], [0.303473, -5.282593, 2.436064], [-0.277845, 0.555262, -3.174857], [1.189239, 0.036720, -3.862115], [1.862030, 0.910603, -4.654283], [3.023491, 0.641548, -5.297222], [3.600655, -0.581375, -5.164066], [2.949752, -1.536033, -4.357913], [1.772587, -1.241615, -3.726472], [1.442848, 1.829085, -4.736129], [3.434449, 1.444375, -5.890797], [4.529519, -0.800190, -5.667254], [3.383457, -2.520964, -4.242426], [1.254965, -1.961764, -3.105822], [4.025480, 5.419543, 0.308766], [3.457434, 3.785467, 0.087710], [2.968040, 3.077910, 1.174391], [2.481858, 1.795608, 0.986192], [2.460504, 1.206471, -0.280695], [1.840806, -0.121526, -0.506537], [3.012340, 1.927629, -1.340550], [3.505710, 3.211194, -1.171076], [2.960837, 3.534398, 2.155423], [2.072842, 1.248464, 1.826119], [1.997222, -0.780930, 0.340935], [2.200367, -0.582261, -1.424308], [3.053521, 1.471274, -2.322786], [3.929509, 3.763881, -1.999176], [0.158551, 5.223396, -0.193234], [0.010421, 3.794239, -0.429970], [-0.100444, 2.669348, -0.614780], [0.379438, 5.730855, -1.130489], [0.978267, 5.392402, 0.503853], [-0.762984, 5.624628, 0.226027]], "atomic_forces_ev_per_a": [[-0.6, -0.1, -0.3], [0.0, 0.1, 0.0], [0.0, 0.0, 0.0], [0.0, 0.0, 0.0], [0.0, 0.0, 0.0], [-0.1, 0.0, 0.0], [0.0, 0.0, 0.0], [0.0, 0.0, 0.0], [0.0, 0.0, 0.1], [0.0, -0.1, -0.1], [-0.1, 0.3, 0.1], [0.0, 0.0, 0.0], [0.0, 0.0, 0.0], [0.0, 0.0, 0.0], [0.0, 0.0, 0.0], [0.0, 0.0, 0.0], [0.0, 0.0, 0.0], [0.0, 0.0, 0.0], [0.0, 0.0, 0.1], [0.0, 0.0, 0.0], [-0.3, 0.1, 0.1], [0.6, 0.0, 0.0], [0.0, -0.1, -0.1], [0.0, 0.0, 0.0], [0.0, 0.0, 0.0], [0.0, 0.0, 0.0], [0.0, 0.0, 0.0], [0.0, 0.0, 0.0], [0.0, 0.0, 0.0], [0.0, 0.0, 0.0], [0.0, 0.0, 0.0], [0.0, 0.0, 0.0], [0.0, 0.0, 0.0], [0.0, 0.0, 0.0], [0.0, 0.0, 0.0], [0.0, 0.0, 0.0], [0.1, 0.1, 0.2], [0.0, -0.1, 0.0], [0.0, 0.0, 0.0], [0.0, 0.0, 0.0], [0.0, 0.0, 0.0], [0.0, 0.0, 0.0], [0.0, 0.0, 0.1], [0.0, 0.0, 0.0], [0.0, 0.0, 0.0], [0.0, 0.0, 0.0], [0.0, 0.0, 0.0], [0.0, 0.0, 0.0], [0.0, 0.0, 0.0], [0.0, 0.0, 0.0], [0.0, 0.0, 0.0], [0.0, 0.0, 0.0], [0.0, -0.1, -0.1], [0.0, 0.0, -0.1], [0.0, 0.0, 0.0], [0.0, 0.0, 0.0], [0.0, 0.0, 0.0], [0.0, 0.0, 0.0], [0.1, 0.0, 0.0], [0.1, -0.1, 0.1], [0.0, 0.0, 0.0], [0.0, 0.0, 0.0], [0.0, 0.0, 0.0], [0.0, 0.0, 0.0], [0.1, -0.1, 0.1], [0.0, 0.0, 0.0], [0.0, 0.0, 0.0], [0.0, 0.0, 0.0]], "mulliken_charge": [0.534, -0.368, 0.548, -1.175, 0.513, -0.172, -0.524, 0.496, -0.818, 0.824, -0.399, -0.222, -0.529, 0.542, 0.561, -1.460, 0.677, -1.145, 0.799, -1.468, 0.262, 0.410, 1.059, -0.992, -0.954, 0.354, 0.341, 0.324, 0.266, 0.380, 0.348, 0.227, -0.434, 0.401, 0.379, 0.382, -0.401, 0.665, 0.045, -0.324, -0.604, -0.244, -0.582, 0.255, 0.409, 0.424, 0.430, 0.234, -0.210, 0.384, -0.940, 0.010, 0.382, -2.594, 0.214, -0.999, 0.435, 0.412, 0.993, 0.839, 0.260, 0.433, -1.136, 0.360, -0.039, 0.319, 0.267, 0.334]}

No. 3
{"formula": "C31H27F3O2S", "method": "ωB97M-V/def2-TZVPD", "smiles": "Cc1ccc(/C=C/[C@H](c2ccc(C)cc2)[C@H](c2ccc(C(F)(F)F)cc2)S(=O)(=O)c2ccccc2)cc1", "energy_ev": -55665.8201, "gap_ev": 8.074, "elements": ["C", "C", "C", "C", "C", "C", "C", "C", "C", "C", "C", "C", "C", "C", "C", "C", "C", "H", "H", "H", "H", "H", "H", "H", "H", "H", "H", "H", "H", "H", "H", "H", "H", "H", "F", "C", "F", "F", "C", "C", "C", "C", "C", "S", "C", "C", "C", "C", "C", "C", "O", "O", "C", "C", "H", "H", "H", "H", "H", "H", "H", "H", "H", "H"], "xyz": [[0.198538, 6.367550, -0.292891], [0.025506, 4.911339, -0.620579], [-1.027401, 4.369595, -1.394512], [-1.183169, 2.976821, -1.391700], [-0.217162, 2.131923, -0.760200], [-0.311473, 0.620123, -0.802764], [0.967932, -0.070581, -0.965729], [1.076092, -1.217590, -1.755450], [2.296415, -1.996926, -1.749075], [2.274784, -3.296901, -2.303945], [3.441764, -4.004266, -2.534291], [4.690497, -3.405751, -2.253705], [5.942645, -4.112107, -2.735082], [4.732415, -2.192193, -1.537558], [3.551659, -1.501369, -1.275276], [0.890493, 2.686595, -0.078759], [0.991792, 4.076565, -0.037657], [1.244558, 6.534871, -0.005969], [0.000102, 7.018958, -1.141257], [-0.440554, 6.701062, 0.535953], [-1.715407, 4.998154, -1.999995], [-2.039512, 2.521325, -1.913052], [-1.147750, 0.266827, -1.480019], [1.880491, 0.424470, -0.577149], [0.225482, -1.506676, -2.491189], [1.302585, -3.720743, -2.566155], [3.381298, -5.025276, -2.946785], [6.866192, -3.597035, -2.403142], [6.015273, -5.148295, -2.324031], [5.893610, -4.175508, -3.862060], [5.689375, -1.793597, -1.178915], [3.613287, -0.564400, -0.737988], [1.653224, 2.072775, 0.452355], [1.847364, 4.532108, 0.461912], [-3.290146, -6.160701, 0.044665], [-2.041725, -5.686307, -0.197453], [-1.189248, -6.392335, 0.595279], [-1.702575, -6.035897, -1.487784], [-1.913370, -4.209368, 0.005157], [-0.712995, -3.723353, 0.514780], [-0.587675, -2.372278, 0.803402], [-1.615472, -1.490153, 0.473935], [-1.319747, -0.012297, 0.550114], [-2.792190, 0.832865, 1.144626], [-2.439786, 2.081396, 2.431971], [-2.874705, 1.740376, 3.732060], [-2.580728, 2.585586, 4.814051], [-1.953339, 3.826334, 4.571548], [-1.727692, 4.252896, 3.231145], [-1.999035, 3.391193, 2.147932], [-3.291958, 1.596872, 0.031756], [-3.689733, -0.067143, 1.825030], [-2.835858, -1.995096, -0.059812], [-2.994803, -3.366091, -0.263855], [0.119496, -4.370532, 0.757218], [0.308745, -1.999236, 1.317373], [-0.585262, 0.212088, 1.328533], [-3.433699, 0.804536, 3.873402], [-2.861128, 2.286735, 5.842981], [-1.685674, 4.493521, 5.414800], [-1.386039, 5.285703, 3.019229], [-1.907906, 3.743349, 1.095931], [-3.673747, -1.351357, -0.316032], [-3.952953, -3.783150, -0.575326]], "atomic_forces_ev_per_a": [[0.2, 0.4, -0.4], [0.2, -0.1, 0.1], [0.3, -0.4, 0.5], [0.9, -0.4, -0.1], [-0.1, 0.1, 0.4], [-4.4, -0.1, 0.0], [0.1, -2.1, -1.8], [-1.3, 2.4, 1.1], [1.6, -0.7, -0.5], [-0.2, 0.6, 0.2], [0.5, 0.2, 0.1], [-0.2, -0.5, 0.2], [0.2, -0.3, -0.1], [-0.4, -0.5, -0.3], [-0.6, -0.7, -0.5], [-0.6, 0.3, -0.3], [-0.3, -0.4, 0.0], [-0.3, 0.1, 0.0], [-0.2, 0.1, -0.1], [0.1, -0.2, -0.2], [0.5, -0.4, 0.8], [0.6, 0.2, 0.3], [1.6, 0.7, -0.4], [-0.8, -0.8, 0.1], [1.3, 0.2, 1.8], [0.3, 0.1, 0.0], [0.2, 0.7, 0.1], [-0.5, -0.1, -0.4], [-0.2, 0.7, -0.4], [0.3, 0.0, 1.2], [-0.4, -0.1, -0.3], [0.0, 0.0, -0.1], [-0.8, 0.5, -0.6], [-0.3, -0.1, 0.0], [0.7, 0.3, -0.3], [0.4, -0.9, -0.5], [-0.5, 0.4, -0.3], [-0.5, 0.2, 0.9], [0.0, -0.1, 0.3], [-0.2, 0.2, 0.3], [0.0, 0.1, 0.0], [-0.3, 0.1, -0.9], [2.1, 0.2, 1.1], [-1.0, 2.2, 0.2], [-0.2, 0.1, 0.5], [0.6, 0.0, -0.1], [0.1, 0.4, -0.2], [-0.1, 0.0, -0.6], [-0.3, -0.3, 0.3], [0.2, -0.2, 0.1], [-0.3, -0.1, -0.6], [0.5, -0.5, -0.3], [0.7, -0.3, -0.1], [0.5, 0.3, 0.4], [-0.2, -0.2, -0.1], [-0.4, -0.2, -0.5], [-0.2, -0.5, 0.5], [0.5, 0.5, 0.0], [0.2, 0.3, -0.8], [-0.3, -0.5, -0.7], [-0.2, -0.8, 0.2], [0.2, -0.4, 0.9], [0.3, 0.0, 0.1], [0.3, 0.2, 0.0]], "mulliken_charge": [-1.372, 1.289, -0.921, 0.029, 0.504, -0.021, -0.465, -0.089, 0.668, -0.388, -0.679, 0.935, -1.319, -0.830, -0.558, -0.415, -1.077, 0.376, 0.363, 0.203, 0.341, 0.351, 0.480, -0.178, 0.279, 0.384, 0.338, 0.328, 0.314, 0.287, 0.299, 0.330, 0.281, 0.253, -0.266, 0.901, -0.276, -0.265, 0.269, -0.816, -0.417, 0.539, -0.564, 1.465, -0.187, -0.392, -0.495, -0.460, -0.508, -0.092, -0.679, -0.667, -0.265, -1.284, 0.488, 0.355, 0.629, 0.430, 0.351, 0.349, 0.328, 0.360, 0.438, 0.408]}

Relative energy (zero: lowest compared OMol25 entry of this formula, charge and spin) values (in kcal/mol) by entry order: 507.9 18.0 0.0.
Largest force on an atom values (in eV/A) by entry order: 17.87 0.66 4.37.
LUMO level values (in eV) by entry order: -0.90 -1.61 -0.12.